Entry 1:
The following is a quantum chemistry calculation of a 5-piece molecular cluster, C2H13O4S overall at a distorted geometry, from the OMol25 dataset.

XYZ file:
```
20
Properties=species:S:1:pos:R:3:forces:R:3
C 0.896 -1.438 -1.086 0.58 -0.81 1.88
C 1.549 -1.507 0.410 -0.61 0.04 -1.70
S 2.359 0.063 0.837 -0.38 0.18 -0.02
H 1.616 -0.976 -1.719 0.94 -0.12 -0.75
H 0.061 -0.745 -1.150 -0.43 -0.17 0.65
H 0.561 -2.428 -1.450 0.23 0.42 0.04
H 2.363 -2.255 0.507 -0.75 0.04 -0.54
H 0.720 -1.821 1.056 0.29 0.26 0.24
H 1.243 1.637 -1.277 0.24 -0.01 0.38
H 0.406 0.805 -2.196 0.13 0.92 0.05
O 0.570 1.743 -1.963 -0.23 -0.91 -0.37
H -3.253 -1.209 0.932 -0.02 -0.08 2.05
H -2.975 -0.526 -0.290 0.45 1.12 -0.78
O -3.283 -1.365 0.016 -0.38 -0.91 -1.24
H 0.951 1.195 1.739 -0.27 1.54 0.42
H 0.310 2.715 2.202 0.73 3.74 -1.06
O 0.311 1.821 2.280 -0.59 -5.29 0.74
H -1.589 1.492 1.104 -0.10 0.45 1.07
H -1.013 1.162 -0.135 -0.10 0.55 -0.74
O -1.802 1.636 0.183 0.27 -0.97 -0.33
```
Positions in Å, forces in eV/Å.

## Properties
* spin multiplicity: 1
* LUMO: 3.6100 eV
* energy above the lowest of the compared OMol25 structures with the same formula, charge and spin: 1.181 eV
* net charge: -1
* HOMO-LUMO gap: 7.1977 eV


Entry 2:
The following is a quantum chemistry calculation of C2H14B2ClCo2N2O8 as an isolated structure at a distorted geometry, from the OMol25 dataset.

XYZ file:
```
31
Properties=species:S:1:pos:R:3:forces:R:3
Co 3.168 1.062 1.868 -0.28 1.10 0.04
Co -2.239 2.013 -1.057 0.31 -2.43 -0.87
Cl -0.370 0.422 1.280 0.48 2.24 0.81
O 0.835 1.160 1.290 3.33 -0.21 0.32
O -0.437 -0.310 2.521 -0.74 0.01 -0.60
O -1.291 1.480 1.078 -2.95 -0.02 -0.24
O -0.399 -0.491 0.206 -0.16 -1.77 -1.02
B -1.011 0.897 -2.681 -0.82 0.20 -0.21
H -0.299 0.101 -2.531 2.83 -3.05 0.81
H -1.971 0.507 -2.377 -4.34 -1.33 1.38
H -0.693 1.720 -2.060 1.61 4.38 3.19
H -1.035 1.152 -3.729 0.02 1.13 -3.62
B 3.199 3.225 2.119 -1.05 0.71 0.64
H 2.319 3.596 2.622 -3.14 0.72 1.91
H 3.846 4.052 1.869 2.36 2.50 -1.00
H 3.877 2.589 2.666 3.11 -3.47 2.91
H 2.934 2.749 1.188 -1.29 -2.52 -4.74
C 2.538 -2.648 -0.220 0.07 0.54 -0.84
N 2.492 -2.025 1.108 -1.04 -3.39 4.00
O 1.988 -2.659 2.042 0.46 1.18 -2.51
O 3.077 -0.984 1.365 0.97 2.72 -0.75
H 2.791 -3.705 -0.132 -0.13 0.18 0.27
H 3.268 -2.103 -0.818 -0.12 -0.10 0.06
H 1.534 -2.512 -0.621 0.06 -0.19 -0.14
C -3.987 -1.942 -0.836 0.64 -0.54 1.44
N -4.035 -0.550 -1.251 -2.41 0.31 -4.81
O -4.694 -0.304 -2.296 2.65 0.13 3.69
O -3.498 0.283 -0.495 0.37 0.93 -0.25
H -3.692 -2.739 -1.518 -0.31 0.84 -0.97
H -5.018 -2.098 -0.517 0.23 -0.47 0.53
H -3.199 -1.936 -0.082 -0.71 -0.33 0.56
```
Positions in Å, forces in eV/Å.

## Properties
* spin multiplicity: 8
* LUMO (alpha / beta): -8.4822 / -13.5313 eV
* energy above the lowest of the compared OMol25 structures with the same formula, charge and spin: 0.000 eV
* net charge: +2
* HOMO-LUMO gap (alpha / beta): 8.5184 / 3.3163 eV


Entry 3:
The following is a quantum chemistry calculation of C2H14ClMgO5 as an isolated structure at a distorted geometry, from the OMol25 dataset.

XYZ file:
```
23
Properties=species:S:1:pos:R:3:forces:R:3
Mg -1.940 2.796 -0.877 0.69 -2.54 0.45
Cl -0.150 1.461 0.056 -1.41 1.55 -0.74
O 1.608 3.446 2.681 -0.12 0.00 -0.20
H 0.784 3.943 2.641 0.08 -0.01 0.10
H 1.531 2.777 1.991 0.05 0.00 0.13
O -0.510 -0.765 2.469 -0.12 0.05 -0.24
H -0.398 -0.182 1.707 0.03 -0.06 0.40
H -1.076 -0.279 3.080 0.10 -0.07 -0.01
O -2.973 0.909 -1.355 0.94 0.87 -0.07
H -3.732 0.402 -1.689 0.02 0.34 0.08
H -2.200 0.308 -1.458 -0.36 -0.33 0.02
O 2.998 1.370 -0.977 -0.20 0.13 0.03
H 3.371 2.236 -0.772 0.02 -0.14 0.01
H 2.093 1.394 -0.639 0.33 0.04 -0.10
C 0.983 -2.210 -0.917 -0.45 0.05 -0.80
C -0.467 -2.586 -0.646 0.30 -0.31 -0.37
O -1.401 -1.526 -0.905 -0.31 0.73 -0.13
H 1.242 -1.215 -0.551 0.16 -0.23 0.48
H 1.152 -2.159 -1.996 -0.03 -0.01 0.02
H 1.628 -3.002 -0.541 0.18 0.26 0.26
H -0.589 -2.965 0.370 -0.16 0.14 0.00
H -0.763 -3.357 -1.359 -0.02 -0.13 0.25
H -1.192 -0.797 -0.314 0.26 -0.31 0.44
```
Positions in Å, forces in eV/Å.

## Properties
* spin multiplicity: 1
* LUMO: -7.8346 eV
* energy above the lowest of the compared OMol25 structures with the same formula, charge and spin: 0.000 eV
* net charge: +1
* HOMO-LUMO gap: 5.5789 eV


Entry 4:
The following is a quantum chemistry calculation of C2H14MgO7 as an isolated structure at a distorted geometry, from the OMol25 dataset.

XYZ file:
```
24
Properties=species:S:1:pos:R:3:forces:R:3
Mg -0.147 0.916 -0.074 1.19 -2.01 1.26
O 2.354 -0.608 0.788 -0.02 -0.13 -0.11
C 2.341 -1.558 1.805 0.69 3.03 -1.63
C 1.004 -2.359 1.896 -2.28 1.09 -0.67
O -0.166 -1.736 1.357 1.46 -0.67 0.62
H 2.611 -1.014 2.710 -0.55 -0.07 0.82
H 3.180 -2.241 1.666 -0.09 -0.68 -0.35
H 0.895 -2.508 2.970 -0.30 -0.05 0.32
H 1.244 -3.330 1.462 -0.41 -0.15 -0.55
O 0.365 3.673 -1.291 -0.17 -0.44 0.24
H 0.074 4.538 -1.004 -0.09 0.22 0.21
H 0.691 3.812 -2.180 0.17 -0.12 -0.29
O 0.128 0.017 -3.253 -0.10 0.25 0.32
H -0.137 0.222 -4.150 -0.17 0.09 -0.21
H 0.793 -0.664 -3.349 0.27 -0.22 0.15
O -1.637 -3.560 -2.276 -0.26 -0.09 -0.24
H -1.425 -3.124 -1.451 0.13 0.14 0.44
H -0.846 -3.467 -2.807 0.17 -0.01 -0.07
O -0.263 2.433 2.675 -0.09 0.01 -0.49
H -0.106 3.337 2.950 0.11 0.25 0.01
H -0.519 1.979 3.478 -0.03 -0.38 0.15
O -3.116 1.604 -0.669 0.53 -0.02 0.00
H -3.903 1.152 -0.367 -0.15 -0.31 0.15
H -3.415 2.487 -0.887 -0.01 0.27 -0.09
```
Positions in Å, forces in eV/Å.

## Properties
* spin multiplicity: 1
* LUMO: -1.6272 eV
* HOMO-LUMO gap: 4.8664 eV


Entry 5:
The following is a quantum chemistry calculation of a 4-piece molecular cluster, C2H14N2O3 overall at a distorted geometry, from the OMol25 dataset.

XYZ file:
```
21
Properties=species:S:1:pos:R:3:forces:R:3
C 0.692 0.491 1.741 0.88 0.18 0.10
N 1.163 1.057 0.472 -1.10 -0.54 0.44
C 0.172 1.920 -0.184 1.00 0.41 -1.07
N -0.177 1.525 -1.536 -0.34 -0.01 0.04
H 1.544 0.067 2.278 -0.05 -0.20 -0.12
H 0.286 1.243 2.412 -0.38 0.16 0.12
H -0.049 -0.294 1.583 -0.15 0.09 -0.01
H 2.067 1.487 0.570 -0.04 0.18 0.09
H 0.638 2.898 -0.310 -0.11 0.25 0.21
H -0.742 2.057 0.384 0.00 -0.31 0.25
H 0.649 1.437 -2.110 0.03 -0.05 -0.04
H -0.717 0.669 -1.561 0.07 0.03 0.14
O 1.505 -1.691 -0.496 -0.79 0.35 -0.11
H 0.997 -1.041 0.031 0.64 -0.14 -0.02
H 1.540 -1.184 -1.320 0.28 -0.31 0.00
O -2.238 -0.348 -0.214 0.31 0.21 0.15
H -1.824 -1.199 -0.454 -0.39 -0.11 0.07
H -2.929 -0.158 -0.850 -0.08 -0.14 -0.13
O -1.127 -2.871 -0.407 0.00 -0.17 0.18
H -1.282 -3.325 0.433 0.01 0.12 -0.23
H -0.166 -2.740 -0.462 0.19 0.00 -0.07
```
Positions in Å, forces in eV/Å.

## Properties
* spin multiplicity: 1
* SMILES string: CNCN.O.O.O
* LUMO: 0.7792 eV
* energy above the lowest of the compared OMol25 structures with the same formula, charge and spin: 0.655 eV
* HOMO-LUMO gap: 9.8136 eV


Entry 6:
The following is a quantum chemistry calculation of a 4-piece molecular cluster, C2H14N2O3 overall at a distorted geometry, from the OMol25 dataset.

XYZ file:
```
21
Properties=species:S:1:pos:R:3:forces:R:3
N -0.781 -0.895 1.590 0.03 0.18 -0.09
C -1.340 0.014 0.555 -0.44 -0.43 0.72
C -0.279 0.923 -0.085 -1.06 -1.61 -0.62
N -0.672 1.197 -1.489 0.63 0.57 0.43
H 0.217 -0.967 1.437 0.07 -0.06 0.07
H -1.139 -1.841 1.457 0.03 0.39 0.04
H -2.148 0.594 1.021 0.22 0.14 -0.03
H -1.841 -0.597 -0.192 0.22 0.15 -0.51
H -0.156 1.822 0.506 0.50 0.09 0.20
H 0.598 0.274 -0.165 0.28 0.56 0.27
H 0.171 1.569 -1.922 -0.17 -0.08 -0.28
H -1.293 1.994 -1.469 -0.34 0.07 -0.19
O 4.178 3.537 3.410 -0.02 -0.04 0.02
H 3.679 3.040 4.068 0.02 0.08 -0.05
H 3.861 4.443 3.478 -0.01 -0.05 0.03
O -1.604 -2.680 -3.203 0.05 0.21 0.28
H -1.183 -2.539 -2.342 -0.29 -0.14 -0.03
H -2.234 -1.952 -3.249 0.05 -0.05 -0.15
O 0.362 -2.431 -1.005 -0.03 0.10 -0.20
H 0.614 -2.574 -1.927 0.28 0.01 0.17
H 0.992 -2.930 -0.476 -0.01 -0.10 -0.08
```
Positions in Å, forces in eV/Å.

## Properties
* spin multiplicity: 1
* SMILES string: NCCN.O.O.O
* LUMO: 0.5636 eV
* energy above the lowest of the compared OMol25 structures with the same formula, charge and spin: 1.210 eV
* HOMO-LUMO gap: 9.5723 eV


Entry 7:
The following is a quantum chemistry calculation of a 4-piece molecular cluster, C2H14N2O3 overall at a distorted geometry, from the OMol25 dataset.

XYZ file:
```
21
Properties=species:S:1:pos:R:3:forces:R:3
C -1.368 -0.225 0.714 -0.68 -0.90 -1.27
C -0.770 1.107 0.411 -0.65 -0.08 3.10
N 0.411 1.105 1.260 0.72 3.92 -1.76
N -2.459 -0.334 -0.273 -0.24 1.44 2.80
H -0.747 -1.096 0.462 0.43 0.35 0.77
H -1.807 -0.246 1.757 0.55 -0.56 -0.73
H -0.603 1.154 -0.634 0.39 0.54 -1.41
H -1.544 1.869 0.782 1.43 -0.59 -0.75
H 0.721 2.162 1.341 -0.21 -2.85 0.42
H 1.149 0.549 0.794 -0.22 0.22 0.86
H -3.029 -1.068 0.107 -1.12 -0.65 -0.75
H -2.928 0.588 -0.185 -0.44 -0.81 -1.16
H -2.463 -1.306 -2.110 0.60 -1.92 -1.00
H -1.535 -1.555 -3.206 1.92 1.28 -2.55
O -1.997 -2.066 -2.606 -2.49 0.72 3.46
H 4.473 0.233 2.307 2.59 -2.44 -4.42
H 3.272 0.386 3.023 -5.11 -1.38 0.41
O 4.124 0.620 3.015 2.52 3.79 4.03
H 0.813 -0.309 -1.563 1.59 0.19 -1.75
H 2.177 0.378 -1.752 0.53 0.24 -0.02
O 1.526 -0.107 -2.257 -2.11 -0.51 1.72
```
Positions in Å, forces in eV/Å.

## Properties
* spin multiplicity: 2
* LUMO (alpha / beta): -3.5434 / -10.1359 eV
* energy above the lowest of the compared OMol25 structures with the same formula, charge and spin: 2.993 eV
* net charge: +1
* HOMO-LUMO gap (alpha / beta): 10.9903 / 4.3864 eV


Entry 8:
The following is a quantum chemistry calculation of C2H14N2Si3 as an isolated structure at a distorted geometry, from the OMol25 dataset.

XYZ file:
```
21
Properties=species:S:1:pos:R:3:forces:R:3
C -1.694 0.050 1.556 0.45 -1.70 -0.39
C -0.312 1.722 2.146 0.86 0.01 3.18
N -0.324 0.468 1.442 -1.52 0.37 1.24
N 0.649 -0.661 -1.645 -0.35 0.02 3.67
Si 1.552 -2.093 -1.944 -1.58 -0.07 -1.53
Si -0.577 0.419 -2.252 1.05 -0.95 1.65
Si 0.966 -0.217 0.590 0.72 2.19 -3.45
H -1.682 -0.898 1.100 -0.98 -1.35 -1.18
H -2.035 -0.208 2.555 0.06 0.74 0.48
H -2.303 0.769 1.034 -0.64 -0.06 0.03
H -1.215 2.357 2.108 -0.06 -0.94 -0.14
H 0.031 1.647 3.289 -0.96 -0.08 -2.24
H 0.396 2.289 1.694 2.46 2.14 -1.06
H 1.085 -3.538 -1.713 -0.16 0.83 0.20
H 2.693 -1.950 -1.123 1.41 -0.06 0.54
H 1.728 -2.081 -3.433 0.40 -0.08 0.27
H -0.839 0.051 -3.659 -0.47 0.18 0.10
H -1.661 0.498 -1.168 0.00 -0.21 -1.15
H 0.061 1.711 -2.081 -0.02 0.83 -0.42
H 1.654 -1.454 0.983 -0.28 -0.05 0.15
H 1.826 1.120 0.523 -0.38 -1.76 0.05
```
Positions in Å, forces in eV/Å.

## Properties
* spin multiplicity: 1
* LUMO: 0.5440 eV
* energy above the lowest of the compared OMol25 structures with the same formula, charge and spin: 2.125 eV
* HOMO-LUMO gap: 9.3821 eV


Entry 9:
The following is a quantum chemistry calculation of a 4-piece molecular cluster, C2H14NO3 overall at a distorted geometry, from the OMol25 dataset.

XYZ file:
```
20
Properties=species:S:1:pos:R:3:forces:R:3
C 1.298 -1.746 -1.636 -1.85 -1.67 -0.75
N 0.555 -0.907 -0.675 -1.79 1.65 2.01
C -0.687 -1.578 -0.046 -0.15 -0.83 -1.28
H 2.239 -1.307 -1.565 2.14 -0.38 -0.19
H 1.116 -2.813 -1.294 1.12 1.32 -0.21
H 1.008 -1.778 -2.718 -0.38 0.73 1.11
H 0.156 0.043 -0.985 1.14 -1.56 -0.01
H 1.226 -0.571 0.139 -1.52 -0.60 -1.43
H -0.518 -2.677 0.127 0.32 1.29 0.22
H -1.475 -1.586 -0.847 0.58 0.36 0.87
H -1.010 -1.033 0.855 0.24 -0.25 -0.54
H -1.633 2.071 -0.974 -0.23 -0.23 -0.43
H -1.172 2.970 0.059 -0.35 1.40 0.33
O -0.818 2.420 -0.611 0.57 -0.58 -1.43
H -1.016 2.356 1.395 -0.16 -1.59 0.50
H -1.672 1.649 2.507 -1.07 -0.04 2.10
O -1.328 1.458 1.665 1.02 1.02 -1.02
H 0.530 0.903 1.830 -1.06 -0.10 0.24
H 1.924 1.469 1.481 -1.76 -2.84 -0.81
O 1.278 0.657 1.293 3.21 2.91 0.71
```
Positions in Å, forces in eV/Å.

## Properties
* spin multiplicity: 1
* LUMO: -3.0907 eV
* energy above the lowest of the compared OMol25 structures with the same formula, charge and spin: 2.154 eV
* net charge: +1
* HOMO-LUMO gap: 12.2791 eV


Entry 10:
The following is a quantum chemistry calculation of a 4-piece molecular cluster, C2H14NO3 overall at a distorted geometry, from the OMol25 dataset.

XYZ file:
```
20
Properties=species:S:1:pos:R:3:forces:R:3
C -0.938 -1.551 -0.287 -0.59 -1.44 1.87
N 0.232 -1.310 -1.153 -0.42 0.07 0.40
C -0.016 -0.108 -1.986 0.38 0.98 -0.67
H -0.777 -2.375 0.423 0.68 -0.02 -0.41
H -1.149 -0.749 0.413 -0.03 0.62 -0.66
H -1.813 -1.914 -0.826 0.12 0.72 -0.45
H 0.331 -2.172 -1.687 0.40 0.26 -0.31
H 1.078 -1.141 -0.521 -1.03 -0.23 -0.28
H -1.064 0.082 -2.183 -0.29 -0.52 0.18
H 0.471 -0.167 -2.955 0.27 -0.22 0.09
H 0.334 0.786 -1.467 0.11 -0.26 0.12
H 0.966 -0.270 1.752 -0.01 0.33 0.07
H 2.403 -0.611 1.270 -0.10 0.00 0.11
O 1.470 -0.761 1.078 0.59 -0.22 -0.20
H -0.119 0.203 3.713 0.07 0.48 -0.28
H -0.154 1.619 3.013 0.25 -0.85 0.01
O 0.161 0.696 2.923 -0.42 0.30 0.39
H 0.204 3.596 -0.328 0.05 -0.13 -0.11
H -1.254 3.266 -0.563 0.16 -0.17 -0.11
O -0.368 2.879 -0.629 -0.21 0.28 0.24
```
Positions in Å, forces in eV/Å.

## Properties
* spin multiplicity: 1
* LUMO: -2.7224 eV
* energy above the lowest of the compared OMol25 structures with the same formula, charge and spin: 0.726 eV
* net charge: +1
* HOMO-LUMO gap: 12.2341 eV